Entry 1:
{
  "formula": "C5H6N3O",
  "method": "wB97M-V/def2-TZVPD",
  "species": ["C", "C", "N", "N", "C", "C", "N", "C", "O", "H", "H", "H", "H", "H", "H"],
  "positions_angstrom": [[-0.675, 1.445, -0.811], [-0.353, 0.241, -0.054], [0.348, -0.747, -0.356], [0.509, -1.772, 0.473], [1.451, -2.795, 0.080], [1.872, -2.019, 1.058], [-0.868, 0.158, 1.339], [-0.760, -0.909, 2.043], [-0.762, -1.736, 2.826], [-0.869, 1.316, -1.890], [0.193, 2.075, -0.663], [-1.445, 1.945, -0.376], [1.701, -3.602, -0.635], [2.326, -1.544, 1.879], [-1.302, 1.039, 1.529]],
  "atomic_forces_ev_per_a": [[2.21, -0.59, -1.33], [0.54, -2.85, 1.13], [0.79, 2.14, -4.05], [-1.54, -0.22, 1.97], [2.35, 0.66, 1.90], [-1.57, -1.70, -2.69], [0.06, 0.38, -0.90], [0.51, -0.79, -0.99], [-0.55, 0.45, 1.07], [0.25, -0.30, 0.66], [0.27, 0.45, -0.41], [-2.58, 1.45, 1.14], [-0.83, 0.70, 0.53], [0.81, 0.15, 0.54], [-0.72, 0.08, 1.42]],
  "nbo_charge": [-0.68, 0.45, -0.25, -0.31, 0.05, -0.02, -0.68, 0.96, -0.33, 0.29, 0.27, 0.23, 0.29, 0.26, 0.48],
  "homo_energy_ev": -13.40,
  "e_above_lowest_ev": 4.524,
  "total_charge": 1,
  "smiles": "C/C(=N/N1C=C1)[NH+]=C=O",
  "max_force_ha_per_bohr": 0.0904
}

Entry 2:
{
  "formula": "C5H6N3S2",
  "method": "wB97M-V/def2-TZVPD",
  "species": ["H", "N", "C", "S", "C", "C", "C", "C", "N", "N", "S", "H", "H", "H", "H", "H"],
  "positions_angstrom": [[-2.741, 2.638, 0.855], [-2.056, 2.098, 0.296], [-1.578, 1.058, 0.845], [-2.258, 0.186, 2.278], [-1.274, -1.238, 2.008], [-0.352, -1.072, 0.966], [-0.522, 0.200, 0.239], [0.372, 0.665, -0.770], [0.945, -0.264, -1.624], [0.465, 1.907, -1.142], [0.051, 3.285, -0.337], [-1.383, -2.288, 2.563], [0.459, -1.696, 0.585], [0.664, -1.231, -1.540], [1.633, -0.081, -2.399], [1.100, 1.976, -1.962]],
  "atomic_forces_ev_per_a": [[0.34, -0.48, -0.43], [-0.35, 0.95, 0.39], [0.46, -2.31, -0.14], [0.65, -0.76, -0.51], [0.58, -1.60, -0.05], [-0.75, 2.62, -1.43], [-0.34, -1.13, 2.99], [-0.32, -3.08, -2.09], [0.39, 0.49, 0.34], [1.91, 0.52, -1.44], [-0.01, 1.27, 0.56], [0.07, 2.90, -0.98], [-0.54, -0.42, 0.79], [0.05, 0.24, 0.02], [-1.16, 0.12, 1.45], [-0.98, 0.65, 0.52]],
  "nbo_charge": [0.39, -0.56, 0.11, 0.45, -0.32, -0.20, -0.17, 0.50, -0.76, -0.68, 0.40, 0.30, 0.24, 0.42, 0.43, 0.43],
  "homo_energy_ev": [-12.63, -12.27],
  "e_above_lowest_ev": 1.921,
  "total_charge": 1,
  "smiles": "[H]/N=C1\\SC=C\\C1=C(/N)[NH+]=S",
  "max_force_ha_per_bohr": 0.0726
}

Entry 3:
{
  "formula": "C5H6N4O3",
  "method": "wB97M-V/def2-TZVPD",
  "species": ["C", "C", "C", "C", "C", "N", "N", "N", "N", "O", "O", "O", "H", "H", "H", "H", "H", "H"],
  "positions_angstrom": [[-1.117, 1.245, 2.167], [-1.570, 0.986, 0.971], [-0.039, 0.588, 2.909], [0.039, 0.453, -0.737], [0.548, -0.863, -0.093], [-1.299, 0.725, -0.297], [0.788, -0.177, 2.117], [0.126, -0.912, 1.264], [-1.773, 2.236, 3.026], [-1.075, 3.249, 3.196], [0.098, 0.778, 4.119], [-2.924, 2.157, 3.242], [0.738, 1.186, -0.470], [0.063, 0.224, -1.753], [0.134, -1.644, -0.632], [1.633, -1.020, -0.156], [-2.052, 0.226, -0.700], [1.623, 0.132, 1.692]],
  "atomic_forces_ev_per_a": [[0.40, -0.93, 0.81], [-0.25, 0.48, -0.88], [0.10, 1.84, 3.61], [0.25, -1.86, 1.06], [1.12, 0.87, 1.41], [-0.14, 0.43, 1.32], [0.79, -1.43, -0.87], [-2.33, -1.49, -0.50], [2.15, 2.81, -1.92], [-0.55, -1.15, 0.48], [0.10, -0.72, -2.33], [-2.35, -0.59, 1.11], [0.47, 1.64, 0.21], [-0.07, 0.41, -1.99], [-1.03, -1.80, -0.71], [0.20, 0.56, -0.33], [-0.52, -0.38, -1.07], [1.63, 1.32, 0.59]],
  "nbo_charge": [-0.20, 0.34, 0.62, -0.22, -0.29, -0.56, -0.41, -0.20, 0.54, -0.39, -0.50, -0.32, 0.21, 0.22, 0.21, 0.19, 0.41, 0.37],
  "homo_energy_ev": [-8.49, -8.69],
  "e_above_lowest_ev": 5.764,
  "max_force_ha_per_bohr": 0.0788
}

Entry 4:
{
  "formula": "C5H6N4O5",
  "method": "wB97M-V/def2-TZVPD",
  "species": ["N", "C", "O", "N", "C", "O", "C", "O", "N", "C", "O", "N", "C", "O", "H", "H", "H", "H", "H", "H"],
  "positions_angstrom": [[3.151, 1.777, 0.165], [1.870, 1.315, -0.070], [1.047, 2.193, -0.044], [1.677, -0.032, 0.142], [0.519, -0.657, 0.560], [0.710, -1.611, 1.254], [-0.941, -0.099, 0.330], [-1.225, 1.080, 1.042], [-1.997, -0.943, 0.770], [-2.629, -1.490, -0.308], [-2.993, -2.636, -0.303], [-2.335, -0.861, -1.394], [-1.259, -0.161, -1.181], [-0.451, 0.162, -2.061], [3.929, 1.151, 0.505], [3.213, 2.779, 0.213], [2.472, -0.562, 0.347], [-0.623, 1.784, 0.812], [-1.817, -1.756, 1.411], [-2.316, -1.434, -2.188]],
  "atomic_forces_ev_per_a": [[1.61, -2.53, -0.31], [1.82, 1.67, 2.89], [-2.32, 0.06, -1.25], [-1.39, 1.46, -1.68], [-0.23, 0.66, 0.91], [-0.85, -1.52, 0.36], [-0.89, 0.95, 0.40], [0.35, -0.19, -0.24], [0.24, -2.19, 1.93], [0.51, -4.43, 3.76], [-2.00, -0.89, 0.08], [-1.63, 1.97, -3.32], [5.80, 3.27, -2.14], [-1.49, -0.23, 1.52], [-1.31, 1.39, -0.77], [0.21, -0.13, 0.07], [1.18, -0.94, 0.36], [0.81, 0.57, -0.51], [0.09, 1.55, -0.40], [-0.50, -0.52, -1.67]],
  "nbo_charge": [-0.84, 0.81, -0.65, -0.64, 0.68, -0.54, 0.23, -0.68, -0.61, 0.78, -0.60, -0.61, 0.65, -0.56, 0.39, 0.42, 0.41, 0.51, 0.43, 0.43],
  "homo_energy_ev": -10.26,
  "e_above_lowest_ev": 1.177,
  "smiles": "NC(=O)NC(=O)[C@]1(O)NC(=O)NC1=O",
  "max_force_ha_per_bohr": 0.1359
}

Entry 5:
{
  "formula": "C5H6N4O5",
  "method": "wB97M-V/def2-TZVPD",
  "species": ["O", "C", "N", "C", "O", "C", "O", "N", "C", "O", "N", "C", "O", "N", "H", "H", "H", "H", "H", "H"],
  "positions_angstrom": [[-1.489, 2.582, -0.832], [-1.157, 1.488, -0.456], [0.138, 1.116, -0.603], [1.165, 0.607, 0.204], [1.889, 1.578, 0.894], [1.820, -0.526, -0.083], [2.942, -1.134, 0.393], [0.995, -1.381, -0.823], [-0.405, -1.432, -0.724], [-1.077, -1.558, -1.670], [-0.893, -1.297, 0.610], [-2.064, -0.555, 0.850], [-2.921, -0.834, 1.647], [-2.051, 0.581, 0.047], [0.479, 1.958, -1.057], [1.340, 2.222, 1.205], [3.658, -0.595, 0.829], [1.240, -1.711, -1.706], [-0.686, -2.088, 1.229], [-2.924, 0.980, 0.046]],
  "atomic_forces_ev_per_a": [[-0.87, 0.44, -0.34], [0.00, -0.92, 1.04], [1.57, 0.99, -0.82], [2.28, 0.98, 0.52], [2.00, -2.92, -1.06], [-1.54, -0.60, 0.24], [0.63, 0.59, 0.39], [-1.03, -0.95, 1.39], [2.65, 0.73, 2.23], [-1.95, -0.63, -2.29], [-0.51, -0.54, 0.57], [1.98, -1.06, -0.32], [0.22, 0.33, -0.41], [-0.32, -0.31, 0.51], [0.62, -0.14, -0.37], [-2.36, 2.69, 1.43], [-1.63, -0.11, -0.83], [1.02, -0.41, -1.66], [-0.25, 0.63, -0.27], [-2.53, 1.20, 0.06]],
  "nbo_charge": [-0.61, 0.80, -0.68, 0.32, -0.69, 0.40, -0.67, -0.65, 0.81, -0.55, -0.73, 0.82, -0.56, -0.67, 0.41, 0.48, 0.52, 0.40, 0.43, 0.42],
  "homo_energy_ev": -8.87,
  "e_above_lowest_ev": 1.691,
  "smiles": "O=c1[nH]c(O)c(O)[nH]c(=O)[nH]c(=O)[nH]1",
  "max_force_ha_per_bohr": 0.0750
}

Entry 6:
{
  "formula": "C5H6N6O2",
  "method": "wB97M-V/def2-TZVPD",
  "species": ["C", "C", "C", "C", "C", "N", "N", "N", "N", "N", "N", "O", "O", "H", "H", "H", "H", "H", "H"],
  "positions_angstrom": [[1.874, 0.710, -0.634], [-2.374, 1.244, -0.855], [-0.169, 1.377, -1.174], [0.252, -0.727, 0.544], [-0.764, -0.024, -0.044], [1.083, 1.466, -1.409], [-2.029, 0.219, -0.058], [-1.352, 1.799, -1.557], [1.532, -0.234, 0.243], [-0.061, -1.743, 1.382], [3.164, 4.693, -6.411], [4.175, 4.816, -5.981], [2.162, 4.758, -6.905], [2.999, 0.893, -0.812], [-3.447, 1.481, -0.836], [-1.439, 2.645, -2.086], [2.354, -0.662, 0.613], [-0.994, -2.112, 1.405], [0.667, -2.377, 1.637]],
  "atomic_forces_ev_per_a": [[1.18, 1.66, -1.94], [-0.94, -3.22, 2.34], [-1.69, -6.55, 4.47], [-1.42, 0.53, -0.20], [3.37, 5.61, -4.11], [2.13, 0.66, -0.12], [-2.71, 0.90, -0.48], [0.61, 1.46, -0.22], [-1.03, -0.64, 0.04], [1.80, 0.21, -0.10], [-1.09, 1.50, -1.14], [0.71, -0.65, 0.54], [0.45, -0.77, 0.47], [-1.97, -0.61, 0.66], [0.85, 0.53, -0.72], [-0.44, 0.35, -0.43], [0.25, -0.70, 0.70], [-0.25, 0.18, -0.12], [0.19, -0.45, 0.34]],
  "nbo_charge": [0.32, 0.23, 0.41, 0.36, 0.09, -0.50, -0.40, -0.52, -0.48, -0.75, 0.84, 0.09, 0.07, 0.24, 0.26, 0.45, 0.45, 0.44, 0.41],
  "homo_energy_ev": -14.16,
  "e_above_lowest_ev": 2.856,
  "total_charge": 2,
  "max_force_ha_per_bohr": 0.1577
}

Entry 7:
{
  "formula": "C5H6NO",
  "method": "wB97M-V/def2-TZVPD",
  "species": ["C", "C", "C", "C", "C", "N", "O", "H", "H", "H", "H", "H", "H"],
  "positions_angstrom": [[-2.349, 0.157, 0.054], [-1.782, 1.231, 0.380], [-1.460, -1.034, -0.395], [0.210, 0.315, 0.049], [2.553, -0.087, 0.123], [-0.217, -0.903, -0.413], [1.354, 0.700, 0.232], [-3.414, 0.015, -0.188], [-1.589, 2.215, 0.552], [-2.005, -1.910, -0.822], [2.602, -0.423, -0.903], [2.681, -0.784, 0.932], [3.415, 0.507, 0.398]],
  "atomic_forces_ev_per_a": [[-1.89, -2.52, -1.49], [4.30, -1.62, -0.58], [-2.50, 0.50, -0.40], [-4.17, 0.45, 0.28], [1.63, -0.25, -0.16], [2.46, -0.17, 0.17], [0.34, 0.99, 0.90], [0.43, 0.17, 0.60], [-0.21, 2.42, 0.70], [0.79, 0.54, 0.60], [0.19, -0.54, 0.14], [-1.15, -1.09, -0.07], [-0.22, 1.11, -0.69]],
  "nbo_charge": [-0.37, 0.04, 0.31, 0.72, -0.30, -0.52, -0.37, 0.29, 0.24, 0.25, 0.23, 0.24, 0.24],
  "homo_energy_ev": -14.80,
  "e_above_lowest_ev": 5.431,
  "total_charge": 1,
  "max_force_ha_per_bohr": 0.0901
}

Entry 8:
{
  "formula": "C5H6NO2",
  "method": "wB97M-V/def2-TZVPD",
  "species": ["H", "N", "C", "C", "O", "O", "C", "C", "C", "H", "H", "H", "H", "H"],
  "positions_angstrom": [[0.133, -1.813, 0.493], [-0.885, -1.573, 0.537], [-0.990, -0.347, 0.198], [-2.441, 0.206, 0.100], [-3.056, 0.483, 1.139], [-2.776, 0.296, -1.092], [0.217, 0.446, -0.300], [1.412, 0.543, 0.623], [1.432, -0.255, -0.615], [-0.106, 1.314, -0.997], [1.510, 0.140, 1.583], [1.923, 1.564, 0.610], [1.989, 0.365, -1.483], [1.636, -1.370, -0.796]],
  "atomic_forces_ev_per_a": [[-0.89, -0.25, -0.02], [1.25, 0.04, 0.39], [-0.33, -0.53, -0.11], [0.73, 0.42, 0.10], [0.11, -0.05, 0.17], [-0.25, 0.14, -0.66], [-3.42, 1.16, -0.03], [1.05, 3.08, -0.83], [3.86, -0.06, -4.27], [0.76, -1.41, 1.55], [-0.68, -0.96, 1.15], [-0.46, -1.56, -0.17], [-1.01, -1.76, 1.85], [-0.73, 1.74, 0.88]],
  "nbo_charge": [0.28, -0.66, 0.23, 0.72, -0.75, -0.76, -0.30, -0.42, -0.43, 0.24, 0.22, 0.20, 0.20, 0.23],
  "homo_energy_ev": -4.07,
  "e_above_lowest_ev": 0.115,
  "total_charge": -1,
  "smiles": "[H]/N=C(/C(=O)[O-])C1CC1",
  "max_force_ha_per_bohr": 0.1119
}

Entry 9:
{
  "formula": "C5H6NO6PS",
  "method": "wB97M-V/def2-TZVPD",
  "species": ["O", "N", "O", "C", "C", "C", "C", "O", "P", "O", "O", "O", "C", "S", "H", "H", "H", "H", "H", "H"],
  "positions_angstrom": [[-3.467, -3.102, 0.440], [-3.142, -2.055, -0.164], [-3.930, -1.267, -0.705], [-1.771, -1.742, -0.210], [-1.235, -0.567, -0.678], [0.237, -0.524, -0.496], [1.145, 0.598, -0.801], [0.595, 1.439, -1.871], [1.433, 1.556, 0.747], [1.473, 2.980, 0.446], [2.811, 1.251, 1.448], [0.294, 1.356, 1.858], [0.681, -1.686, 0.048], [-0.590, -2.893, 0.322], [-1.815, 0.255, -1.121], [2.105, 0.194, -1.092], [1.108, 2.269, -1.932], [2.803, 1.963, 2.106], [-0.445, 1.827, 1.422], [1.711, -1.850, 0.233]],
  "atomic_forces_ev_per_a": [[0.53, 1.73, -1.11], [-2.35, -0.76, 0.22], [0.99, -1.16, 0.80], [1.97, 0.76, -0.48], [1.11, 0.41, 0.26], [-2.76, -1.35, -0.35], [-0.29, 0.94, -0.64], [0.70, -0.73, 1.44], [-0.10, 2.21, -0.06], [-0.43, 1.56, -1.26], [-0.11, -1.71, 0.38], [-0.25, -0.86, -0.85], [-1.58, -0.58, -0.35], [0.84, 1.41, 0.12], [0.26, -0.56, 0.34], [0.42, -0.08, -0.19], [-0.22, -0.45, 0.40], [0.66, 0.04, 0.25], [-0.09, -0.14, 0.78], [0.70, -0.67, 0.31]],
  "nbo_charge": [-0.38, 0.49, -0.36, -0.15, -0.17, -0.11, -0.27, -0.70, 2.28, -1.14, -0.96, -0.96, -0.34, 0.49, 0.27, 0.23, 0.50, 0.52, 0.51, 0.24],
  "homo_energy_ev": -9.98,
  "smiles": "O=[N+]([O-])c1cc([C@@H](O)P(=O)(O)O)cs1",
  "max_force_ha_per_bohr": 0.0601
}

Entry 10:
{
  "formula": "C5H6NS",
  "method": "wB97M-V/def2-TZVPD",
  "species": ["C", "C", "C", "C", "C", "N", "S", "H", "H", "H", "H", "H", "H"],
  "positions_angstrom": [[0.269, -0.453, -0.017], [1.427, -1.212, -0.081], [0.093, 0.872, -0.381], [3.310, 0.334, 0.304], [-1.234, 1.463, -0.009], [2.726, -0.816, -0.134], [4.937, 0.479, -0.024], [-0.609, -1.078, 0.243], [1.319, -2.295, -0.024], [-1.834, 0.896, 0.730], [-1.080, 2.477, 0.367], [-1.829, 1.547, -0.927], [3.358, -1.588, -0.364]],
  "atomic_forces_ev_per_a": [[-0.21, -0.37, -0.02], [0.51, 0.45, -0.02], [0.35, 0.22, -0.12], [0.13, 1.36, 0.41], [0.11, -0.30, 0.19], [-1.01, -1.42, -0.19], [-0.20, -0.25, -0.11], [0.08, 0.13, 0.11], [0.05, 0.06, -0.13], [0.01, -0.01, -0.03], [-0.09, 0.01, -0.09], [0.08, 0.12, 0.02], [0.19, -0.01, -0.01]],
  "nbo_charge": [-0.50, 0.18, -0.01, -0.18, -0.73, -0.62, -0.39, 0.15, 0.17, 0.15, 0.22, 0.22, 0.35],
  "homo_energy_ev": [-2.49, -2.49],
  "total_charge": -1,
  "max_force_ha_per_bohr": 0.0341
}